Record 1
A 5-piece molecular cluster, C26H26N6O11PS overall. Source: the OMol25 dataset; level of theory: ωB97M-V/def2-TZVPD.

**Frontier orbital gap**: 0.1637 Eh
**Net charge**: -1
**HOMO energy**: -4.0326 eV
**M**: 661.6 g mol⁻¹

Each line ends with the Löwdin charge.
CARTESIAN COORDINATES (ANGSTROEM)
S: -1.877 -1.863 -3.390  0.03
P: -2.011 -3.803 -3.148  0.32
O: 1.406 -4.949 -5.499  -0.09
O: -1.200 -6.079 -4.069  -0.10
O: -9.196 4.816 0.830  0.08
O: 7.658 1.071 3.282  0.07
O: 1.603 -3.530 0.318  0.05
O: 9.470 1.988 2.569  0.08
O: -5.640 -0.660 -4.413  0.08
O: 2.338 -3.312 -4.305  -0.06
O: 3.246 -3.141 -1.039  0.12
O: -7.206 4.451 1.564  0.06
O: -6.377 -2.277 -3.201  0.06
N: 0.564 -3.742 -2.179  0.01
N: -0.813 -4.731 -3.922  -0.35
N: 8.855 1.069 3.071  -0.35
N: -8.023 5.105 0.943  -0.34
N: -6.091 -1.109 -3.382  -0.35
N: 2.705 -3.071 0.035  -0.32
C: 3.548 -1.622 3.373  -0.07
C: 3.433 -2.376 1.111  -0.14
C: -6.008 1.164 -2.446  0.00
C: 2.866 -2.293 2.370  0.00
C: 11.031 -2.366 4.210  -0.07
C: -6.656 8.594 -1.003  -0.07
C: 8.937 -1.206 4.008  0.00
C: 4.782 -1.044 3.107  -0.08
C: -5.763 7.803 -0.292  -0.06
C: 9.655 -2.329 4.386  -0.06
C: -6.210 6.663 0.356  0.00
C: 5.341 -1.142 1.840  -0.07
C: -8.453 7.108 -0.421  0.00
C: -6.665 1.575 -0.171  -0.07
C: 10.981 -0.157 3.265  0.00
C: -6.305 -0.174 -2.268  -0.14
C: 9.611 -0.132 3.455  -0.14
C: 11.693 -1.282 3.648  -0.07
C: -6.787 -0.653 -1.064  0.00
C: -6.966 0.229 -0.010  -0.07
C: 0.533 -4.612 -3.324  -0.35
C: -7.550 6.327 0.278  -0.15
C: 4.665 -1.814 0.833  0.01
C: -6.191 2.042 -1.389  -0.07
C: -8.000 8.248 -1.064  -0.07
C: 1.527 -4.241 -4.463  -0.69
H: 0.987 -4.202 -1.368  0.04
H: 5.099 -1.891 -0.154  0.12
H: 0.818 -5.611 -2.979  0.14
H: -7.336 -0.133 0.940  0.11
H: 1.904 -2.740 2.575  0.12
H: -3.196 -4.196 -3.801  -0.03
H: 7.866 -1.178 4.147  0.11
H: 12.765 -1.314 3.510  0.11
H: -7.020 -1.700 -0.938  0.12
H: -8.694 8.867 -1.617  0.11
H: -4.717 8.074 -0.245  0.11
H: -9.498 6.838 -0.472  0.12
H: 11.591 -3.242 4.513  0.11
H: -5.959 3.091 -1.514  0.10
H: 11.497 0.685 2.827  0.12
H: 3.115 -1.547 4.362  0.10
H: -6.303 9.481 -1.513  0.11
H: -5.635 1.527 -3.393  0.12
H: 6.303 -0.691 1.637  0.10
H: -5.515 6.048 0.909  0.12
H: 5.311 -0.513 3.890  0.09
H: -2.158 -4.151 -1.785  -0.03
H: 9.140 -3.175 4.821  0.11
H: 1.131 -2.923 -2.367  0.06
H: -6.799 2.263 0.655  0.08
H: -1.160 -6.209 -5.025  0.09

=====

Record 2
A 2-piece molecular cluster, C10H16NSi overall. Source: the OMol25 dataset; level of theory: ωB97M-V/def2-TZVPD.

**Relative energy (zero: lowest compared OMol25 entry of this formula, charge and spin)**: 35.5 kcal/mol
**Frontier orbital gap**: 0.2964 Eh
**Net charge**: +1
**HOMO energy**: -12.6893 eV
**M**: 178.3 g mol⁻¹

Each line ends with the Löwdin charge.
CARTESIAN COORDINATES (ANGSTROEM)
Si: 0.464 -0.415 -0.246  0.96
N: 3.506 1.379 0.013  0.01
C: -2.151 -1.841 0.828  -0.05
C: -1.273 0.144 -0.372  -0.24
C: -1.575 1.423 -0.907  -0.09
C: 1.111 -0.804 1.423  -0.17
C: -2.385 -0.539 0.140  -0.28
C: 1.516 -0.593 -1.809  -0.17
C: -3.690 -0.018 0.187  -0.02
C: -2.838 1.975 -0.907  -0.07
C: -3.879 1.217 -0.415  -0.06
C: 4.447 1.793 0.760  -0.08
H: -3.011 2.974 -1.298  0.12
H: -1.440 -2.022 1.539  0.04
H: 0.885 -1.278 -2.512  0.09
H: -0.871 2.092 -1.354  0.10
H: 1.447 -1.862 1.625  0.07
H: -4.621 -0.572 0.406  0.14
H: 2.034 -0.045 1.342  0.06
H: -3.089 -2.115 1.209  0.07
H: 5.235 2.337 0.273  0.07
H: 0.260 -0.620 2.132  0.06
H: -4.987 1.509 -0.388  0.15
H: -2.046 -2.507 -0.040  0.11
H: 4.500 1.686 1.821  0.06
H: 1.604 0.261 -2.549  0.07
H: 2.469 -0.943 -1.606  -0.01
H: 3.834 1.612 -0.937  0.06

=====

Record 3
One molecule with the formula C3H6O. Source: the OMol25 dataset; level of theory: ωB97M-V/def2-TZVPD.

**Relative energy (zero: lowest compared OMol25 entry of this formula, charge and spin)**: 29.8 kcal/mol
**Frontier orbital gap**: 0.4028 Eh
**HOMO energy**: -9.9612 eV
**M**: 58.1 g mol⁻¹
**SMILES**: CCC=O

Each line ends with the Löwdin charge.
CARTESIAN COORDINATES (ANGSTROEM)
O: 1.882 -0.576 -0.328  -0.03
C: -0.474 -0.031 -0.377  -0.26
C: -0.265 0.586 1.046  -0.13
C: 0.785 -0.718 -0.928  -0.24
H: 0.714 -1.368 -1.860  0.13
H: -0.960 0.607 -1.230  0.13
H: -1.272 -0.831 -0.483  0.11
H: -0.178 -0.192 1.884  0.08
H: 0.851 1.117 1.023  0.12
H: -1.082 1.407 1.254  0.09

=====

Record 4
One molecule with the formula C24H23Cl4N5O2S. Source: the OMol25 dataset; level of theory: ωB97M-V/def2-TZVPD.

**Relative energy (zero: lowest compared OMol25 entry of this formula, charge and spin)**: 0.0 kcal/mol
**Frontier orbital gap**: 0.2984 Eh
**HOMO energy**: -7.6935 eV
**M**: 587.4 g mol⁻¹
**SMILES**: Nc1c(Cl)cc(-c2csc(N3CCC[C@@H]3c3nc4cc(Cl)c(Cl)cc4n3CCOCCO)n2)cc1Cl

Each line ends with the Löwdin charge.
CARTESIAN COORDINATES (ANGSTROEM)
Cl: -0.284 -1.397 5.672  0.66
Cl: 2.399 0.685 3.010  0.77
Cl: 2.182 -2.508 4.162  0.66
Cl: 3.668 4.892 -0.115  0.70
S: -3.075 2.720 -1.751  1.05
O: 5.069 -1.430 -0.462  -0.05
O: 2.212 -1.149 -0.798  -0.15
N: -2.519 -1.134 1.000  0.19
N: -3.207 0.027 -1.741  -0.07
N: -1.298 1.060 -0.871  0.11
N: -0.732 -1.907 -0.099  0.04
N: 4.151 2.853 1.990  0.10
C: 0.492 2.475 -0.006  -0.18
C: -1.525 -1.372 1.907  -0.22
C: -5.039 -1.312 -2.313  -0.15
C: 2.942 2.760 1.372  -0.38
C: -4.162 -2.068 -1.320  -0.11
C: -1.506 -1.216 3.289  -0.03
C: -2.020 -1.439 -0.166  -0.26
C: 0.830 1.598 1.024  -0.04
C: 0.150 -2.300 -1.163  -0.08
C: -2.814 -1.341 -1.426  -0.19
C: 3.131 -0.130 -1.137  -0.19
C: -0.791 2.317 -0.682  -0.34
C: -2.472 1.092 -1.403  -0.56
C: 2.571 3.622 0.331  -0.59
C: -4.603 0.136 -2.109  -0.18
C: 1.064 -1.155 -1.614  -0.18
C: 0.772 -2.066 3.273  -0.74
C: -1.591 3.332 -1.107  -0.35
C: 1.374 3.498 -0.342  -0.06
C: 0.776 -2.210 1.899  -0.05
C: -0.383 -1.860 1.227  -0.16
C: -0.351 -1.569 3.956  -0.70
C: 2.019 1.754 1.699  -0.56
C: 4.337 -0.260 -0.208  -0.24
H: -1.427 4.387 -1.045  0.07
H: 4.459 -2.173 -0.388  0.08
H: 2.667 0.858 -1.023  0.11
H: 3.453 -0.252 -2.183  0.13
H: 0.777 -3.121 -0.803  0.14
H: -4.539 -1.946 -0.305  0.12
H: 5.019 0.576 -0.372  0.13
H: 0.146 0.811 1.298  0.11
H: -2.229 -1.731 -2.270  0.15
H: 1.359 -1.307 -2.665  0.13
H: -6.101 -1.451 -2.124  0.11
H: -4.709 0.745 -3.011  0.11
H: -5.172 0.614 -1.302  0.13
H: 1.656 -2.558 1.384  0.11
H: -0.440 -2.658 -2.008  0.12
H: 3.986 -0.239 0.831  0.09
H: -4.074 -3.128 -1.546  0.12
H: -4.819 -1.632 -3.332  0.12
H: 4.661 3.713 1.881  0.06
H: -2.362 -0.835 3.819  0.11
H: 1.133 4.185 -1.137  0.11
H: 4.263 2.346 2.853  0.06
H: 0.524 -0.201 -1.532  0.11

=====

Among the records above, which one has the highest frontier orbital gap?
C3H6O

=====

What did the second record say?
A 2-piece molecular cluster, C10H16NSi overall. Source: the OMol25 dataset; level of theory: ωB97M-V/def2-TZVPD.

**Relative energy (zero: lowest compared OMol25 entry of this formula, charge and spin)**: 35.5 kcal/mol
**Frontier orbital gap**: 0.2964 Eh
**Net charge**: +1
**HOMO energy**: -12.6893 eV
**M**: 178.3 g mol⁻¹

Each line ends with the Löwdin charge.
CARTESIAN COORDINATES (ANGSTROEM)
Si: 0.464 -0.415 -0.246  0.96
N: 3.506 1.379 0.013  0.01
C: -2.151 -1.841 0.828  -0.05
C: -1.273 0.144 -0.372  -0.24
C: -1.575 1.423 -0.907  -0.09
C: 1.111 -0.804 1.423  -0.17
C: -2.385 -0.539 0.140  -0.28
C: 1.516 -0.593 -1.809  -0.17
C: -3.690 -0.018 0.187  -0.02
C: -2.838 1.975 -0.907  -0.07
C: -3.879 1.217 -0.415  -0.06
C: 4.447 1.793 0.760  -0.08
H: -3.011 2.974 -1.298  0.12
H: -1.440 -2.022 1.539  0.04
H: 0.885 -1.278 -2.512  0.09
H: -0.871 2.092 -1.354  0.10
H: 1.447 -1.862 1.625  0.07
H: -4.621 -0.572 0.406  0.14
H: 2.034 -0.045 1.342  0.06
H: -3.089 -2.115 1.209  0.07
H: 5.235 2.337 0.273  0.07
H: 0.260 -0.620 2.132  0.06
H: -4.987 1.509 -0.388  0.15
H: -2.046 -2.507 -0.040  0.11
H: 4.500 1.686 1.821  0.06
H: 1.604 0.261 -2.549  0.07
H: 2.469 -0.943 -1.606  -0.01
H: 3.834 1.612 -0.937  0.06

=====

Number 3 is which compound?
C3H6O